(1)
C5H8O2 | ωB97M-V/def2-TZVPD

Each line ends with the Löwdin charge.
Atoms and positions in Å:
C 0.72 0.91 -0.75  -0.1795
C -0.64 0.48 -1.15  -0.1648
O -0.93 -0.80 -1.18  -0.1075
C -0.25 -1.77 -0.63  -0.0333
C -0.61 -0.37 1.68  -0.0441
O 0.36 0.52 1.70  -0.0819
C 0.93 1.16 0.72  -0.1313
H 1.48 0.21 -1.15  0.1162
H 0.92 1.87 -1.25  0.1190
H -1.39 1.11 -1.61  0.1174
H 0.76 -1.61 -0.29  0.0716
H -0.68 -2.75 -0.79  0.0770
H -1.36 -0.23 0.91  0.0600
H -0.89 -0.69 2.68  0.0707
H 1.62 1.92 1.07  0.1105

E_LUMO (spin up / spin down) = 0.9 / 0.8 eV
calculated total energy = -345.5373 hartree
E_HOMO (spin up / spin down) = -7.01 / -6.93 eV
frontier orbital gap (spin up / spin down) = 7.9153 / 7.7683 eV



(2)
C10H11N2 | ωB97M-V/def2-TZVPD

Each line ends with the Löwdin charge.
Atoms and positions in Å:
C 2.35 -1.90 0.66  0.1485
C 1.83 -3.12 0.86  -0.0688
C 0.39 -3.20 0.96  0.0056
N -0.49 -2.49 0.28  0.0947
C -0.53 -1.17 -0.33  -0.1357
N -0.21 -0.07 0.20  0.1065
C -0.31 1.14 -0.43  -0.2649
C -0.60 1.40 -1.78  0.0024
C -0.78 2.78 -2.16  -0.0171
C -0.89 3.80 -1.16  -0.0665
C -0.61 3.58 0.17  -0.0584
C -0.34 2.24 0.55  0.0317
H 1.66 -1.03 0.72  0.0730
H 3.35 -1.75 0.65  0.0556
H 2.38 -4.00 1.01  0.1053
H -0.12 -4.00 1.46  0.1405
H -1.47 -2.97 0.26  0.2147
H -1.16 -1.39 -1.21  0.1489
H -0.53 0.73 -2.60  0.0969
H -0.97 2.96 -3.16  0.0802
H -1.27 4.78 -1.36  0.1035
H -0.68 4.47 0.83  0.1284
H 0.09 2.00 1.45  0.0746

E_LUMO = -5.4 eV
calculated total energy = -496.8074 hartree
E_HOMO = -12.09 eV
charge = +1
frontier orbital gap = 6.6541 eV



(3)
C27H26F5IrN6O4S | ωB97M-V/def2-TZVPD

Each line ends with the Löwdin charge.
Atoms and positions in Å:
Ir 1.41 -0.80 -0.01  1.3466
C 3.33 -2.94 -0.83  -0.1634
C 3.41 -2.00 -2.05  -0.1427
N 2.83 -0.66 -1.78  -0.1194
C 3.83 0.43 -1.60  -0.1590
C 3.57 1.32 -0.39  -0.1676
N 2.96 0.62 0.75  -0.1594
C 3.82 -0.18 1.63  -0.1657
C 4.21 -1.49 0.97  -0.1389
N 3.03 -2.17 0.38  -0.1578
H 2.51 -3.64 -0.98  0.1020
H 4.26 -3.51 -0.72  0.1293
H 4.44 -1.88 -2.40  0.1174
H 2.84 -2.45 -2.86  0.1297
H 2.21 -0.42 -2.54  0.1157
H 4.82 -0.02 -1.54  0.1080
H 3.84 1.07 -2.49  0.1314
H 4.51 1.81 -0.10  0.1294
H 2.87 2.11 -0.68  0.1212
H 2.51 1.33 1.32  0.1215
H 4.71 0.37 1.95  0.1320
H 3.22 -0.42 2.52  0.1087
H 4.94 -1.32 0.17  0.1131
H 4.69 -2.13 1.71  0.1377
H 2.61 -2.76 1.09  0.1136
F -3.00 -0.45 5.54  0.1275
C -2.04 -0.69 4.65  -0.1455
C -0.71 -0.75 5.05  -0.1451
F -0.39 -0.58 6.33  0.1261
C 0.28 -0.97 4.11  -0.1403
F 1.56 -0.99 4.52  0.0945
C 0.01 -1.15 2.75  -0.2701
O 1.04 -1.35 1.93  -0.2306
C -1.34 -1.12 2.39  -0.1553
F -1.70 -1.29 1.11  0.1118
C -2.35 -0.87 3.31  -0.1415
F -3.61 -0.81 2.91  0.1350
O -6.65 4.72 -3.76  -0.3516
S -5.23 4.52 -3.77  0.3882
O -4.78 3.29 -4.40  -0.3713
O -4.42 5.69 -4.06  -0.3593
C -4.79 4.27 -2.02  -0.3269
N -5.53 4.83 -1.06  0.1380
C -5.12 4.65 0.19  -0.1080
C -3.98 3.92 0.51  0.0014
C -3.28 3.38 -0.55  -0.2289
N -3.68 3.57 -1.81  0.1529
C -2.06 2.55 -0.43  -0.0961
C -1.50 2.02 -1.59  0.0420
C -0.42 1.18 -1.49  -0.1133
N 0.15 0.83 -0.33  -0.1017
C -0.35 1.40 0.79  -0.1207
C -1.44 2.24 0.78  0.0264
H -5.73 5.10 0.96  0.1109
H -3.68 3.78 1.54  0.0990
H -1.94 2.28 -2.54  0.1329
H 0.05 0.79 -2.39  0.1073
H 0.13 1.14 1.72  0.1068
H -1.79 2.65 1.72  0.1183
C -1.50 -4.33 -1.67  -0.0938
C -0.62 -4.54 -0.61  -0.0884
C 0.18 -3.49 -0.17  -0.1595
C 0.16 -2.23 -0.76  -0.3133
C -0.74 -2.05 -1.81  -0.1216
C -1.56 -3.08 -2.26  -0.0820
H -2.13 -5.14 -2.02  0.1023
H -0.57 -5.50 -0.13  0.1029
H 0.80 -3.68 0.70  0.0845
H -0.84 -1.10 -2.31  0.0650
H -2.25 -2.90 -3.07  0.1076

E_LUMO = -1.1 eV
calculated total energy = -2675.7532 hartree
E_HOMO = -7.14 eV
frontier orbital gap = 6.0202 eV



(4)
C5H13NO | ωB97M-V/def2-TZVPD

Each line ends with the Löwdin charge.
Atoms and positions in Å:
C 0.65 -1.35 -0.58  -0.1150
N -0.77 -1.09 -0.45  -0.2106
C -1.07 -0.44 0.83  -0.1939
C -0.82 1.10 0.63  -0.1639
C -0.59 1.26 -0.88  -0.1831
C -1.21 -0.05 -1.40  -0.1866
H 1.35 -0.51 -0.45  0.0634
H 0.83 -1.69 -1.61  0.0872
H 0.92 -2.14 0.12  0.0844
H -0.41 -0.83 1.61  0.1005
H -2.10 -0.61 1.13  0.1050
H -0.03 1.42 1.30  0.0871
H -1.71 1.65 0.95  0.0965
H -1.07 2.18 -1.23  0.1041
H 0.47 1.36 -1.07  0.0920
H -2.29 0.08 -1.28  0.1194
H -0.86 -0.31 -2.40  0.1121
O 2.90 0.54 1.48  -0.0670
H 2.46 -0.29 1.71  0.0221
H 3.85 0.32 1.45  0.0464

E_LUMO = 0.7 eV
calculated total energy = -328.2749 hartree
E_HOMO = -8.62 eV
frontier orbital gap = 9.3526 eV



(5)
CH4N3P | ωB97M-V/def2-TZVPD

Each line ends with the Löwdin charge.
Atoms and positions in Å:
C -1.61 -1.38 0.28  -0.0904
N -0.41 -1.22 0.00  -0.2632
N 0.65 -1.18 -0.41  0.0563
N 1.85 2.22 0.33  -0.3529
P 1.29 1.28 -0.77  0.6549
H -1.88 -2.48 0.46  0.0900
H -2.53 -0.84 0.11  0.0579
H 2.76 1.95 0.65  -0.0526
H -0.11 1.66 -0.65  -0.1000

E_LUMO (spin up / spin down) = 0.7 / -2.3 eV
calculated total energy = -545.8973 hartree
E_HOMO (spin up / spin down) = -6.65 / -8.74 eV
2S+1 = 3
frontier orbital gap (spin up / spin down) = 7.3031 / 6.4461 eV



(6)
C18H18BrN3O2 | ωB97M-V/def2-TZVPD

Each line ends with the Löwdin charge.
Atoms and positions in Å:
C 1.60 -0.07 -1.11  -0.0466
C 0.21 0.30 -1.68  -0.2088
N -1.04 0.08 -1.17  0.0696
N -1.11 -0.39 -0.02  -0.0204
C -0.55 -1.36 0.39  -0.4290
O 0.33 -2.30 -0.16  -0.1514
C -0.91 -1.96 1.81  -0.0675
N -0.99 -0.80 2.73  0.0184
C -1.81 0.21 2.84  -0.7418
O -2.73 0.35 2.29  0.2156
C -1.49 1.01 3.95  -0.2163
C -0.29 1.86 3.84  -0.4560
C 0.17 3.03 4.92  0.0284
C -0.85 2.97 6.00  -0.1218
C -2.07 2.45 5.93  -0.0452
C -2.17 1.35 4.97  -0.0305
H -3.08 0.99 5.03  0.0831
H -2.62 2.52 6.76  0.0663
H -0.72 3.78 6.81  0.1234
H 1.09 3.25 4.94  -0.0165
Br 1.05 1.69 2.49  0.7572
H 0.03 -1.08 3.26  0.2357
H -2.26 -2.18 1.78  0.1953
H -0.57 -3.00 2.19  0.1448
H -2.21 -0.02 0.31  0.2799
C 0.21 0.79 -3.16  -0.1009
C 1.00 -0.13 -4.15  -0.1794
C 0.15 -1.60 -4.22  0.1258
C 0.97 -2.55 -5.11  -0.1005
C 2.07 -2.20 -5.74  -0.2272
C 2.46 -0.98 -5.70  -0.1196
C 1.96 0.11 -4.95  -0.1082
H 2.45 0.97 -4.76  0.0809
H 3.55 -0.61 -6.30  0.1803
H 2.50 -2.91 -6.47  0.1261
H 0.27 -3.61 -5.08  0.1580
H -0.71 -1.62 -3.71  0.0244
H 0.99 1.50 -3.17  0.0868
H -0.79 0.93 -3.55  0.1179
H 2.36 0.22 -1.84  0.0474
H 1.72 0.35 -0.05  0.0452
H 1.84 -1.36 -1.14  0.1772

E_LUMO = -0.1 eV
calculated total energy = -3584.8701 hartree
E_HOMO = -8.43 eV
frontier orbital gap = 8.3209 eV